Entry from the OMol25 dataset: an isolated molecule of C4H5NO (wB97M-V/def2-TZVPD).

ORCA input file:
```
! RIJCOSX wB97M-V def2-TZVPD def2/J DEFGRID3
* xyz 0 1
C 0.44 0.35 -1.65
C 0.28 -0.44 -0.37
C 0.60 -1.70 -0.22
C -0.15 0.33 0.87
O 0.00 1.54 0.93
N -0.68 -0.42 1.87
H -0.53 0.75 -1.96
H 0.84 -0.27 -2.45
H 1.11 1.19 -1.45
H -0.99 0.05 2.70
H -0.92 -1.39 1.73
*
```

The strongest force on any atom is 0.7 eV Å⁻¹. As for the LUMO energy: -0.753 eV. The molar mass is 83.090 g mol⁻¹. The total energy comes out at -7763.459 eV. For the orbital gap, the calculation gives 9.7 eV. The HOMO energy comes out at -10.44 eV.

=====

Entry from the OMol25 dataset: a structure of composition C3H8N2OP at a distorted geometry (wB97M-V/def2-TZVPD).

ORCA input file:
```
! RIJCOSX wB97M-V def2-TZVPD def2/J DEFGRID3
* xyz 1 1
C -0.64 -0.26 1.53
C 0.24 1.61 -1.82
C 1.20 0.86 -1.29
N -0.52 -1.17 0.52
N -1.65 -0.27 2.40
O 0.27 0.64 1.42
P 0.99 -0.64 -0.22
H -0.85 1.30 -1.71
H 0.56 2.57 -2.29
H 2.25 0.98 -1.16
H -1.17 -1.94 0.50
H -2.25 -1.07 2.62
H -1.58 0.56 2.95
H 2.14 -0.76 0.42
H 1.39 -1.62 -1.09
*
```

The strongest force on any atom is 3.0 eV Å⁻¹. As for the LUMO energy: -3.520 eV. The molar mass is 119.084 g mol⁻¹. The total energy comes out at -17549.432 eV. For the orbital gap, the calculation gives 11.2 eV. The HOMO energy comes out at -14.75 eV.

=====

Entry from the OMol25 dataset: a structure of composition C19H24AsI2N5O6PSTc (wB97M-V/def2-TZVPD).

ORCA input file:
```
! RIJCOSX wB97M-V def2-TZVPD def2/J DEFGRID3
* xyz 3 4
Tc 0.76 0.09 1.84
I -0.27 -1.60 5.24
C -0.82 0.42 5.37
I 0.17 1.69 3.94
H -0.55 0.83 6.33
H -1.88 0.52 5.17
O -1.18 -2.11 -1.70
As -0.31 -1.20 -2.91
O -1.26 -0.28 -3.82
O -0.86 0.82 0.73
C 1.32 -2.11 -3.23
C 1.64 -2.98 -4.25
C 2.90 -3.56 -4.26
C 3.83 -3.26 -3.27
C 3.52 -2.37 -2.24
C 2.26 -1.81 -2.23
S 1.80 -0.60 -1.04
O 2.75 0.44 -0.88
O 1.34 -1.23 0.20
O 0.51 -0.05 -1.74
H -1.50 -2.97 -1.99
H 0.93 -3.20 -5.03
H 3.17 -4.24 -5.06
H 4.81 -3.71 -3.30
H 4.26 -2.11 -1.49
N 6.78 -2.75 5.18
C 5.85 -2.30 4.67
C 4.70 -1.74 4.02
C 4.57 -0.36 3.89
C 3.44 0.14 3.27
N 2.48 -0.66 2.78
C 2.62 -1.99 2.89
C 3.71 -2.57 3.51
H 5.32 0.31 4.27
H 3.31 1.21 3.16
H 1.83 -2.60 2.47
H 3.79 -3.64 3.58
C -3.74 1.74 -2.56
N -2.75 2.88 -2.19
C -3.48 3.87 -1.26
N -4.00 3.19 -0.12
C -4.93 2.14 -0.54
N -4.26 1.15 -1.38
C -3.31 0.31 -0.64
P -2.03 1.43 0.00
C -1.53 2.32 -1.53
C -2.99 2.72 0.84
H -3.17 1.03 -3.17
H -4.53 2.21 -3.15
H -2.47 3.37 -3.05
H -4.28 4.32 -1.84
H -2.76 4.64 -0.98
H -5.75 2.59 -1.10
H -5.35 1.65 0.34
H -2.86 -0.44 -1.29
H -3.82 -0.20 0.18
H -1.04 1.65 -2.23
H -0.85 3.13 -1.28
H -2.35 3.55 1.15
H -3.49 2.33 1.72
*
```

The strongest force on any atom is 0.1 eV Å⁻¹. The expectation value of S² is 3.765. As for the LUMO energy (alpha / beta): -8.110 / -8.786 eV. The molar mass is 908.201 g mol⁻¹. The total energy comes out at -139164.034 eV. For the orbital gap (alpha / beta), the calculation gives 8.8 / 7.7 eV. The HOMO energy (alpha / beta) comes out at -16.88 / -16.52 eV.